Below is a 2-piece molecular cluster, C20H45B3Cl2NO7 overall, with properties calculated with ωB97M-V/def2-TZVPD.

XYZ file:
```
78
C20H45B3Cl2NO7 ωB97M-V/def2-TZVPD
C 3.558 3.294 1.383
C 4.374 2.184 0.438
C 4.043 0.710 1.142
C 5.297 -0.343 1.089
C 5.391 -1.252 -0.271
C 3.955 -1.786 -0.856
C 3.640 -0.917 -2.217
C 2.858 -1.769 -3.396
C 1.604 -2.678 -2.856
C 0.269 -1.758 -2.549
C -0.344 -2.064 -1.051
C -0.092 -0.829 0.023
O -0.254 -1.533 1.315
B -1.692 -1.534 1.741
N -2.511 -2.734 1.299
B -1.891 -1.385 3.385
O -2.456 -2.543 4.161
O -1.507 -0.189 4.176
C -0.091 -0.379 4.560
O -2.250 -0.423 0.890
C -1.244 0.353 0.110
C -1.730 0.945 -1.358
C -0.539 1.865 -2.085
O -0.766 3.320 -1.914
B -0.974 1.653 1.096
O 0.202 2.546 1.054
O -2.050 1.959 2.092
C -2.925 3.040 1.609
C -4.319 2.423 0.950
H 3.115 4.185 0.767
H 2.663 2.744 1.947
H 4.284 3.690 2.211
H 5.523 2.407 0.422
H 3.865 2.275 -0.637
H 3.871 0.962 2.295
H 3.021 0.294 0.752
H 6.289 0.322 1.112
H 5.333 -0.983 2.083
H 6.012 -2.228 0.023
H 6.064 -0.689 -1.064
H 3.993 -2.929 -1.194
H 3.064 -1.726 -0.067
H 4.655 -0.540 -2.720
H 3.053 0.087 -1.948
H 3.634 -2.387 -4.050
H 2.409 -0.953 -4.134
H 1.307 -3.401 -3.755
H 1.912 -3.384 -1.968
H -0.577 -1.947 -3.337
H 0.591 -0.617 -2.679
H 0.225 -2.999 -0.608
H -1.480 -2.374 -1.150
H 0.901 -0.246 -0.190
H -1.936 -3.606 1.234
H -3.010 -2.551 0.394
H -1.716 -3.233 4.098
H 0.034 -0.631 5.701
H 0.456 -1.217 3.951
H 0.515 0.626 4.349
H -1.993 0.083 -2.126
H -2.687 1.627 -1.281
H -0.617 1.624 -3.234
H 0.506 1.497 -1.681
H -0.397 3.817 -2.727
H -0.078 3.387 1.554
H -2.384 3.739 0.816
H -3.242 3.709 2.525
H -4.416 1.255 1.127
H -4.312 2.666 -0.208
H -5.245 3.001 1.426
Cl -4.740 -1.919 -0.891
C -5.956 -0.618 -0.838
C -6.918 -0.682 -2.014
Cl -6.121 -0.286 -3.557
H -5.427 0.340 -0.802
H -6.507 -0.738 0.099
H -7.722 0.047 -1.877
H -7.371 -1.674 -2.111
```

Kohn-Sham gap, eV: 6.665
Total charge: -1
Molecular weight, g/mol: 514.9
Electronic energy, eV: -64363.8940
HOMO level, eV: -4.19
Max |F|, hartree/bohr: 0.0688

Below is a 2-piece molecular cluster, C4H12O overall, with properties calculated with ωB97M-V/def2-TZVPD.

XYZ file:
```
17
C4H12O ωB97M-V/def2-TZVPD
C -0.889 -4.568 -0.116
O -0.880 -3.999 -1.419
H -0.647 -5.614 -0.118
H -0.385 -3.842 0.539
H -1.994 -4.578 -0.025
H 0.106 -3.818 -1.641
C 0.795 1.223 0.778
C -0.064 2.424 0.409
C 0.563 3.612 -0.465
H 0.300 0.691 1.651
H 1.740 1.655 1.249
H 0.854 0.455 -0.068
H -0.573 2.902 1.293
H -0.932 1.977 -0.204
H 0.719 4.538 0.135
H 1.428 3.109 -0.813
H -0.142 3.832 -1.185
```

ΔE to the lowest compared entry with this formula, charge and spin, eV: 1.776
Kohn-Sham gap, eV: 11.199
Molecular weight, g/mol: 76.1
Electronic energy, eV: -6388.3453
HOMO level, eV: -10.43
SMILES: CCC.CO
Max |F|, hartree/bohr: 0.0758